This record from the Open Molecules 2025 dataset describes an isolated molecule of C5H9NO in a non-equilibrium geometry. The level of theory is ωB97M-V/def2-TZVPD.

Each line ends with the natural charge from an NBO analysis.
Atoms and positions in Å:
O: 3.560 0.021 0.012  -0.53
N: 2.292 -0.108 -0.098  0.10
C: -0.768 -1.190 0.069  -0.65
C: 1.584 -0.224 -1.209  -0.05
C: -0.499 1.354 -0.232  -0.64
C: 0.157 -0.018 -0.016  0.06
C: 1.326 -0.092 1.055  -0.27
H: 1.417 -1.081 1.519  0.22
H: -0.156 -2.138 0.290  0.23
H: -1.598 -0.859 0.610  0.22
H: 1.849 -0.232 -2.272  0.23
H: -1.213 -1.414 -1.003  0.22
H: -0.166 1.918 0.689  0.22
H: 1.233 0.714 1.689  0.21
H: -0.339 1.831 -1.199  0.24
H: -1.653 1.054 -0.207  0.21

Forces on atoms 1 to 2 (eV/Å):
-1.3 -0.3 0.3
2.7 1.0 -1.3

The calculation puts the HOMO energy at -0.3115 Ha. The calculated total energy comes out at -325.72357 a.u. The value obtained for the max |F| is 5.6 eV/A. Its structure (SMILES) is CC1(C)C=[N+]([O-])C1. The value obtained for the energy relative to the best compared isomer or geometry (same formula, charge and spin) is 134.3 kcal/mol. Its spin multiplicity is 1.

=====

This record from the Open Molecules 2025 dataset describes a cluster of 2 separate species, C4H13N2O in total in a non-equilibrium geometry. The level of theory is ωB97M-V/def2-TZVPD.

Each line ends with the natural charge from an NBO analysis.
Atoms and positions in Å:
O: 0.271 3.098 1.094  -0.97
N: -0.954 0.806 0.769  -0.73
N: -2.393 -1.614 -0.486  -0.82
C: -0.355 -0.247 -0.078  0.01
C: -1.072 -1.246 -0.621  0.04
C: 2.025 -1.227 -0.405  -0.62
C: 1.134 0.006 -0.517  -0.41
H: 1.843 -1.803 -1.333  0.21
H: 3.080 -1.032 -0.465  0.24
H: -2.610 -2.406 -1.054  0.40
H: 1.861 -1.922 0.417  0.23
H: -0.071 3.460 0.270  0.50
H: 1.077 0.374 -1.532  0.23
H: -1.372 0.292 1.558  0.43
H: -0.162 1.463 1.100  0.48
H: 1.512 0.765 0.160  0.20
H: -0.450 -2.040 -1.081  0.22
H: -1.667 1.458 0.469  0.43
H: 1.150 3.466 1.317  0.52
H: -2.846 -1.649 0.420  0.40

Forces on atoms 1 to 2 (eV/Å):
0.5 -0.1 0.5
1.1 -0.7 1.6

The calculation puts the HOMO energy at -0.4659 Ha. The calculated total energy comes out at -344.68394 a.u. As for the total charge: +1. The value obtained for the max |F| is 2.2 eV/A. The value obtained for the energy relative to the best compared isomer or geometry (same formula, charge and spin) is 52.0 kcal/mol. Its spin multiplicity is 1.

=====

This record from the Open Molecules 2025 dataset describes a cluster of 10 separate species, C19H59N7O16 in total in a non-equilibrium geometry. The level of theory is ωB97M-V/def2-TZVPD.

Each line ends with the Löwdin charge.
Atoms and positions in Å:
O: -2.397 0.394 3.515  -0.06
O: -1.375 -0.235 -1.008  -0.10
O: 1.338 2.147 3.587  0.00
O: 0.322 0.088 -3.223  -0.05
O: 3.828 3.026 1.235  0.01
O: -4.483 2.426 -0.178  -0.06
O: 0.218 -1.387 -5.675  -0.04
O: 3.511 3.098 -3.065  -0.06
O: -0.744 -5.043 0.379  -0.06
O: 2.815 0.696 -4.759  -0.07
O: -5.392 4.909 1.528  -0.07
O: -2.501 -2.784 -0.141  -0.09
O: -2.874 1.792 6.062  -0.05
O: 3.560 -2.129 -0.159  -0.20
O: -5.439 -1.049 -3.967  0.01
O: 0.085 0.734 1.682  -0.07
N: 2.694 4.390 -0.250  0.16
N: 1.855 3.943 1.658  0.17
N: -4.119 -0.122 -2.354  0.17
N: 3.393 1.387 3.821  0.21
N: 2.077 1.287 5.536  0.18
N: -4.490 -2.258 -2.373  0.17
N: 4.428 -4.858 -0.095  0.03
C: 4.110 -4.168 -1.354  -0.42
C: -0.325 -1.779 -4.432  -0.22
C: -3.028 2.412 4.853  -0.25
C: 3.676 -5.246 -2.318  -0.08
C: -1.525 0.932 -0.227  -0.19
C: -2.007 1.687 3.910  -0.25
C: -0.850 -3.918 1.218  -0.24
C: 2.905 3.776 0.917  -0.72
C: 3.544 0.730 -3.544  -0.22
C: 0.507 -1.265 -3.259  -0.28
C: 2.598 -1.255 0.434  -0.07
C: 2.224 1.698 4.284  -0.70
C: 3.012 -3.101 -1.074  -0.18
C: -5.801 3.517 1.590  -0.23
C: -4.604 2.635 1.258  -0.23
C: -0.200 1.352 0.470  -0.23
C: -2.310 -3.292 1.198  -0.17
C: -4.782 -1.137 -2.938  -0.77
C: 3.417 1.856 -2.464  -0.24
H: 2.869 -0.167 -5.177  0.08
H: -0.227 2.421 0.679  0.10
H: -3.767 -0.238 -1.414  0.08
H: 4.393 3.136 -3.441  0.10
H: -0.829 -0.005 -1.763  0.04
H: -4.650 3.302 -0.533  0.07
H: -1.369 -1.491 -4.315  0.13
H: 1.520 -1.602 -3.481  0.10
H: 0.161 -1.654 -2.302  0.12
H: -0.134 -3.105 1.101  0.09
H: -1.733 2.286 3.042  0.10
H: -0.625 -4.361 2.188  0.11
H: -2.328 -2.564 2.008  0.11
H: -2.124 -1.903 -0.195  0.04
H: -1.816 1.731 -0.909  0.12
H: 1.051 4.331 1.186  0.11
H: -3.056 -4.057 1.416  0.12
H: 3.106 -0.536 1.078  0.09
H: -3.826 3.181 1.791  0.11
H: 5.038 -3.707 -1.691  0.13
H: 2.928 1.105 6.048  0.11
H: -0.704 -4.771 -0.540  0.08
H: 2.344 1.821 -2.272  0.11
H: 4.575 0.692 -3.896  0.12
H: -2.329 0.773 0.492  0.11
H: -2.966 3.500 4.879  0.12
H: 2.135 5.231 -0.269  0.11
H: 2.574 -2.707 -1.991  0.09
H: 1.233 1.465 6.061  0.12
H: -4.987 -3.015 -2.821  0.12
H: 4.262 -6.165 -2.308  0.08
H: 1.741 -1.723 0.917  0.07
H: 2.226 -3.671 -0.579  0.12
H: 2.246 -0.761 -0.471  0.07
H: -5.281 5.066 0.587  0.07
H: -4.657 1.709 1.830  0.12
H: 2.631 -5.489 -2.125  0.07
H: -4.078 -2.305 -1.452  0.08
H: 0.523 1.256 2.359  0.03
H: 4.101 1.675 -1.635  0.13
H: -4.045 2.192 4.528  0.11
H: -6.689 3.312 0.993  0.12
H: -4.226 0.770 -2.816  0.11
H: -3.291 0.933 5.970  0.09
H: 3.653 1.682 2.890  0.09
H: 1.722 3.377 2.484  0.05
H: 0.657 1.396 -0.202  0.11
H: 3.684 -5.521 0.065  0.06
H: -6.144 3.343 2.610  0.12
H: 0.915 0.402 -3.910  0.07
H: -1.751 0.162 2.843  0.05
H: 1.177 -1.415 -5.670  0.07
H: 3.296 -0.201 -3.035  0.10
H: 3.559 -4.946 -3.360  0.07
H: 3.422 4.327 -0.948  0.09
H: 4.067 1.043 4.490  0.12
H: -0.404 -2.864 -4.370  0.11
H: -1.031 1.649 4.392  0.09
H: 4.389 -4.213 0.681  0.06

Forces on atoms 1 to 2 (eV/Å):
-0.7 0.1 0.3
-0.3 -0.7 0.7

The calculation puts the HOMO energy at -0.3348 Ha. The calculated total energy comes out at -2346.36501 a.u. The value obtained for the max |F| is 4.2 eV/A. Its structure (SMILES) is COC[C@H](C)N.NC(N)=O.NC(N)=O.NC(N)=O.OCCO.OCCO.OCCO.OCCO.OCCO.OCCO. The value obtained for the energy relative to the best compared isomer or geometry (same formula, charge and spin) is 49.3 kcal/mol. Its spin multiplicity is 1.

=====

This record from the Open Molecules 2025 dataset describes a structure of composition C49H109O3P3 in a non-equilibrium geometry. The level of theory is ωB97M-V/def2-TZVPD.

Each line ends with the Mulliken spin population.
Atoms and positions in Å:
P: 4.904 2.239 2.292  0.00
P: 0.687 -0.601 -2.359  -0.01
P: -6.305 -2.486 0.997  0.00
O: -2.006 -0.234 0.035  0.52
O: -3.869 0.886 0.469  0.42
O: -3.507 0.328 -1.477  0.09
C: 0.686 2.261 -1.470  0.00
C: 6.325 3.718 7.496  0.00
C: -6.705 -4.306 0.551  0.00
C: -0.684 -0.135 -3.548  0.00
C: -5.019 -2.373 2.292  0.00
C: -6.997 0.360 -2.778  0.00
C: 1.080 0.785 -1.103  0.01
C: 0.825 -5.214 -2.137  0.00
C: 9.936 2.290 2.748  0.00
C: -1.386 0.712 -5.873  0.00
C: 0.240 3.110 -0.263  0.00
C: -6.325 -2.029 -1.885  0.00
C: 3.776 0.169 -4.977  0.00
C: 5.972 3.967 6.050  0.00
C: 5.055 3.273 3.807  0.00
C: 0.441 -2.229 -1.558  0.01
C: -0.410 -4.567 -1.737  0.00
C: 6.202 0.855 2.367  0.00
C: 5.292 3.335 0.887  0.00
C: 0.334 0.577 2.969  0.02
C: 2.921 0.357 -3.719  0.00
C: -4.861 -6.896 -1.763  0.00
C: -5.659 -1.704 -0.485  -0.01
C: 3.227 1.551 2.136  0.00
C: 0.448 4.671 -0.475  0.00
C: 5.620 2.709 5.215  0.00
C: -5.951 -6.323 -0.842  0.00
C: -7.883 -1.699 1.591  0.00
C: -3.698 -3.153 1.898  0.00
C: 4.330 1.503 -5.501  0.00
C: 1.562 -0.240 2.656  0.00
C: 6.644 4.319 -1.676  0.00
C: -1.194 -3.457 2.617  0.00
C: -6.248 -1.023 -3.003  0.00
C: -7.708 -0.230 2.039  0.00
C: 5.045 2.649 -0.441  0.00
C: 5.250 3.614 -1.568  0.00
C: 2.861 0.464 3.135  0.00
C: -8.607 0.192 3.186  0.00
C: -1.505 2.105 -6.551  0.00
C: 8.565 1.763 3.127  0.00
C: 7.596 1.388 1.933  0.00
C: -8.803 1.702 3.535  0.00
C: -0.552 -3.140 -2.254  0.01
C: -0.327 0.748 -4.733  0.00
C: -2.516 -2.725 2.742  0.00
C: -3.074 0.281 -0.254  -0.01
C: -5.534 -5.055 -0.060  0.00
C: 2.211 -0.920 -3.399  0.00
H: 4.667 2.148 -4.691  0.00
H: -6.762 -0.253 2.580  0.00
H: 0.486 0.457 -0.250  -0.01
H: 8.120 0.594 1.401  0.00
H: 3.214 1.069 1.159  0.00
H: -8.726 2.308 2.632  0.00
H: -6.503 0.805 -1.914  0.00
H: -0.792 2.857 -0.021  0.00
H: -1.219 -1.064 -3.746  0.00
H: -5.455 -2.891 3.146  0.00
H: -4.785 -1.308 2.301  0.00
H: -6.639 -1.482 -3.910  0.00
H: 2.554 2.384 1.933  0.00
H: 1.623 -1.231 3.104  0.00
H: -3.929 -4.196 2.115  0.00
H: 7.642 2.182 1.187  0.00
H: -1.220 0.010 -6.691  0.00
H: -4.945 -4.432 -0.733  0.00
H: 1.441 -2.621 -1.375  0.00
H: -8.216 -0.179 4.133  0.00
H: 3.499 -0.413 3.244  0.00
H: -2.410 -1.658 2.546  0.00
H: 4.035 3.590 4.023  0.00
H: -7.833 0.460 1.205  0.00
H: -0.399 -3.192 -3.332  0.00
H: -0.774 2.316 -7.331  0.00
H: -0.081 2.417 -2.229  0.00
H: -3.442 -3.125 0.839  0.00
H: 4.625 4.197 0.875  0.00
H: -2.323 0.555 -5.339  0.00
H: 9.779 3.264 2.285  0.00
H: 6.867 4.950 -0.815  0.00
H: -7.394 -2.078 -1.674  0.00
H: -1.606 -2.896 -2.121  0.00
H: 2.804 -1.585 -2.772  0.00
H: -0.815 -3.213 1.625  0.00
H: -1.280 -5.070 -2.160  0.00
H: 5.551 4.173 3.442  0.00
H: -4.879 -5.404 0.737  0.00
H: 0.349 1.547 2.472  0.00
H: 5.172 1.370 -6.181  0.00
H: 5.824 1.894 -0.551  0.00
H: 6.064 0.121 1.574  0.00
H: -5.229 -7.345 -2.686  0.00
H: -0.294 1.775 -4.370  0.00
H: -4.556 -7.774 -1.194  0.00
H: 1.705 -0.416 1.589  0.00
H: -8.037 2.136 4.177  0.00
H: 4.525 -0.594 -4.765  0.00
H: 2.138 0.589 -0.927  0.00
H: 1.542 2.688 -1.993  0.00
H: 5.018 1.985 5.765  0.00
H: -2.865 -2.758 3.774  0.00
H: -2.460 2.134 -7.076  0.00
H: 6.718 5.032 -2.497  0.00
H: 0.535 5.027 0.551  0.00
H: -6.370 -7.122 -0.230  0.00
H: 6.847 2.813 7.805  0.00
H: -8.364 -2.340 2.329  0.00
H: 1.411 4.880 -0.943  0.00
H: 6.322 3.679 0.981  0.00
H: -7.528 -4.180 -0.152  0.00
H: -5.951 -2.982 -2.260  0.00
H: -0.582 0.189 2.525  -0.01
H: 6.141 0.328 3.319  0.00
H: 1.823 -4.785 -2.050  0.00
H: 4.033 2.247 -0.409  0.00
H: 0.105 -2.161 -0.523  -0.01
H: 8.564 0.807 3.651  0.00
H: -7.070 -4.721 1.491  0.00
H: -0.337 5.160 -1.053  0.00
H: -4.017 -6.231 -1.948  0.00
H: 6.502 2.129 4.945  0.00
H: -6.853 0.973 -3.668  0.00
H: -6.748 -5.917 -1.466  0.00
H: 10.581 2.384 3.621  0.00
H: 0.125 0.631 4.037  0.00
H: 6.727 4.480 5.454  0.00
H: 0.862 2.869 0.599  0.00
H: 8.099 2.500 3.780  0.00
H: 0.617 0.471 -5.202  0.00
H: -9.769 1.931 3.985  0.00
H: 0.923 -6.092 -1.499  0.00
H: 4.671 4.536 -1.614  0.00
H: 0.912 -5.523 -3.179  0.00
H: -0.267 -4.687 -0.663  0.00
H: 3.507 1.997 -6.017  0.00
H: -4.050 0.925 -0.958  0.00
H: 1.826 -1.399 -4.299  0.00
H: -9.640 -0.131 3.057  0.00
H: 2.272 1.213 -3.904  0.00
H: 7.026 4.475 7.848  0.00
H: -4.652 -2.119 -0.532  0.00
H: 10.559 1.949 1.921  0.00
H: -5.225 -0.923 -3.366  0.00
H: -0.422 -3.024 3.254  0.00
H: -5.641 -0.649 -0.213  0.00
H: 7.467 3.617 -1.542  0.00
H: 5.036 3.037 -2.467  0.00
H: 5.045 4.534 6.135  0.00
H: -1.263 -4.542 2.700  0.00
H: 5.484 3.670 8.187  0.00
H: 3.258 -0.370 -5.770  0.00
H: -1.570 2.872 -5.780  0.00
H: -1.423 0.427 -2.977  0.00
H: 3.592 0.757 -2.959  0.00
H: -8.509 -1.768 0.701  0.00
H: -8.070 0.187 -2.694  0.00
H: 2.654 0.998 4.062  0.00

Forces on atoms 1 to 2 (eV/Å):
1.4 -0.6 1.1
0.6 0.9 -0.8

The calculation puts the HOMO energy (spin up / spin down) at -0.6061 / -0.6061 Ha. The calculated total energy comes out at -3181.12948 a.u. As for the total charge: +3. The value obtained for the max |F| is 5.9 eV/A. The expectation value of S² is 0.759. Its spin multiplicity is 2.